[1]
Below is a cluster of 2 separate species, C3H8N2S in total at a distorted geometry, with properties calculated with ωB97M-V/def2-TZVPD.

ORCA input file:
```
! wB97M-V def2-TZVPD RIJCOSX def2/J DEFGRID3
* xyz 0 1
C -2.276 -0.822 -0.082
C 1.264 1.139 0.022
C -0.199 1.221 -0.010
N -0.145 -1.755 -0.118
N -0.933 -0.647 0.061
S -3.404 0.459 -0.053
H -2.653 -1.773 -0.100
H 1.672 0.938 1.033
H 1.664 0.518 -0.715
H 1.567 2.171 -0.314
H -0.884 1.405 0.796
H -0.676 1.301 -1.032
H -0.302 -2.376 -0.931
H 0.763 -1.455 0.025
*
```

Summary:
- highest occupied orbital energy (eV) = -7.43
- HOMO-LUMO gap (eV) = 7.7
- E_tot (eV) = -17052.5441
- max |F| (eV/A) = 5.62

***

[2]
Below is a structure of composition C4H5O4Sn at a distorted geometry, with properties calculated with ωB97M-V/def2-TZVPD.

ORCA input file:
```
! wB97M-V def2-TZVPD RIJCOSX def2/J DEFGRID3
* xyz 3 1
C 0.638 -1.505 -1.372
O 0.306 -2.718 -1.238
H 1.298 -1.228 -2.204
H 1.049 -3.343 -1.316
C -0.122 -0.511 -0.692
C 0.515 0.717 -0.563
H -1.180 -0.550 -0.977
H -1.567 -0.064 0.625
H 1.304 1.078 -1.229
O 0.294 1.536 0.430
C -0.972 1.711 1.362
O -1.850 0.819 1.322
O -0.535 2.220 2.374
Sn 0.820 1.838 3.480
*
```

Summary:
- highest occupied orbital energy (alpha / beta) (eV) = -22.85 / -22.85
- HOMO-LUMO gap (alpha / beta) (eV) = 8.1 / 8.1
- E_tot (eV) = -18211.1584
- max |F| (eV/A) = 8.35

***

Q: max |F| of number 2 (C4H5O4Sn)?
A: 8.35 eV/A